1.
Formula: C18H19N3O4S
Source: OMol25
Level of theory: ωB97M-V/def2-TZVPD

```
45
Properties=species:S:1:pos:R:3:forces:R:3
S -0.952890 1.834750 -0.943375 0.5 0.7 0.1
O -0.545445 0.901865 -1.976205 -0.1 0.0 0.1
O 1.298152 -0.960574 1.684044 -0.1 -0.1 0.1
O -2.069289 2.674673 -1.256256 -0.1 0.1 0.2
O 2.555515 1.661790 1.422623 -0.1 0.1 0.1
N 1.312895 -0.287066 -0.476283 0.1 0.1 -0.4
N -1.258220 1.051251 0.508066 0.1 0.6 -0.6
N 3.762886 0.182585 2.627658 0.2 0.0 0.3
C -3.921095 -2.061195 -0.431817 0.0 0.0 0.0
C -5.785682 -0.706774 0.212883 -0.1 0.1 0.0
C 2.683943 -0.447211 -0.715751 0.4 -0.1 0.1
C 0.715777 -0.523131 0.708190 -0.3 -0.3 0.2
C -2.616542 1.203275 0.994691 -0.5 0.3 0.2
C 5.383465 -0.881658 -1.213124 0.1 0.0 -0.1
C -3.035473 -1.076364 -0.008849 0.0 0.0 0.0
C -3.538840 0.107134 0.524430 0.0 -0.1 0.0
C 3.224543 0.645690 1.477575 0.4 0.1 0.0
C -1.551621 -1.293975 -0.147442 0.1 0.0 0.1
C 4.980612 -0.330754 -0.010135 -0.1 0.0 0.0
C 3.634944 -0.095440 0.245317 -0.1 0.0 -0.2
C 0.443378 2.889266 -0.531341 -0.5 -0.5 -0.1
C 3.096795 -0.982395 -1.931425 -0.1 0.1 0.1
C -5.286548 -1.882411 -0.323941 0.0 -0.1 0.0
C 4.439841 -1.192028 -2.179764 0.1 0.0 0.0
C -4.913752 0.279368 0.631956 0.1 0.0 0.0
C -0.798025 -0.310137 0.754293 0.3 -0.7 -0.1
H 4.077297 -0.771799 2.668378 -0.1 0.0 0.0
H -3.526973 -2.977107 -0.848434 0.0 -0.1 0.0
H 0.038472 3.752382 -0.020637 -0.1 0.1 0.1
H -5.295837 1.201050 1.045998 -0.1 0.1 0.0
H 3.412133 0.582848 3.484095 0.0 0.0 -0.1
H 4.751682 -1.604425 -3.127505 0.0 0.0 -0.1
H -1.293770 -2.321110 0.121367 0.0 0.0 0.0
H 6.431593 -1.056239 -1.402453 0.1 0.0 0.0
H -6.851556 -0.558783 0.300044 -0.1 0.0 0.0
H -1.266578 -1.129619 -1.190065 0.0 -0.1 0.1
H -2.979191 2.167700 0.639148 -0.1 -0.1 0.2
H 0.920849 3.186143 -1.456927 0.0 0.0 -0.2
H 5.713132 -0.050886 0.732569 0.1 0.0 0.1
H 0.727453 0.000188 -1.263359 0.2 -0.2 0.2
H 2.352996 -1.229190 -2.674045 -0.1 -0.1 -0.1
H -5.960852 -2.657282 -0.656732 -0.1 -0.1 0.0
H -1.066261 -0.524525 1.798248 0.1 0.1 -0.2
H 1.142035 2.363211 0.112654 0.1 -0.1 0.0
H -2.585935 1.226889 2.091634 0.1 0.0 -0.1
```
Forces are in eV/Å.

Values from the calculation:
**Energy**: -42471.0906 eV
**HOMO-LUMO gap**: 9.712 eV
**Relative energy (zero: lowest compared OMol25 entry of this formula, charge and spin)**: 29.3 kcal/mol
**SMILES**: CS(=O)(=O)N1Cc2ccccc2C[C@H]1C(=O)Nc1ccccc1C(N)=O

***

2.
Formula: C17H52N4O9
Source: OMol25
Level of theory: ωB97M-V/def2-TZVPD

```
82
Properties=species:S:1:pos:R:3:forces:R:3
O 9.637185 -22.844742 -0.159838 -1.8 -0.2 -0.6
O 15.306155 -18.025387 1.341012 4.8 -6.3 -5.9
O 9.279485 -19.613404 3.361292 0.9 -5.2 -3.5
O 13.422522 -19.956272 0.761897 -1.9 -1.0 -0.7
O 12.402502 -22.431256 0.689450 -0.3 -0.3 0.4
O 10.910333 -17.388821 3.449662 7.2 -6.8 3.0
O 16.035404 -20.924017 3.448745 -6.9 3.2 5.3
O 12.564101 -17.243097 -2.045974 5.9 -1.2 -0.3
O 9.964769 -18.767188 -3.080170 2.0 8.3 -4.3
N 14.464462 -18.319537 -1.284850 0.8 -3.0 4.4
N 14.698168 -17.057330 -3.032999 2.2 0.4 -1.5
N 10.586339 -21.462765 2.747125 2.5 -1.1 1.1
N 8.661032 -21.169382 1.678717 -2.8 0.1 -2.4
C 9.826779 -19.944097 -2.699156 -2.5 -6.2 2.0
C 16.356160 -21.504000 1.449339 1.3 -0.6 -2.3
C 13.898124 -17.552264 -2.134548 -8.5 2.7 -0.7
C 10.320218 -16.455398 2.877595 -3.5 6.5 0.1
C 16.982868 -21.393339 2.790312 5.7 -2.0 -5.4
C 8.899540 -19.887637 -1.520732 -0.6 -1.6 0.5
C 9.502466 -20.770552 2.572408 -1.2 7.0 5.1
C 13.643982 -16.369411 1.365477 1.5 2.1 1.3
C 17.532767 -22.703972 3.237764 0.6 -1.2 -1.0
C 14.812812 -17.113857 2.033307 -3.5 6.9 5.4
C 9.091081 -16.300769 3.778849 -0.2 2.1 -0.8
C 11.060390 -20.794427 -2.582330 0.1 -1.8 -0.4
C 10.023657 -16.578920 1.436466 -1.5 0.9 -0.3
C 13.088670 -23.142128 -0.295829 0.9 0.1 -1.4
C 9.796303 -24.230213 0.018515 0.7 -0.1 0.9
C 14.277421 -17.700336 3.295824 1.1 0.1 1.8
C 12.049511 -19.429892 0.720501 0.8 0.9 0.7
H 9.932160 -17.582453 1.153435 -0.7 -1.9 -0.1
H 12.036843 -18.582602 0.065810 -0.1 0.7 -0.4
H 10.355363 -24.365852 0.983493 -0.5 -0.5 -0.8
H 8.506360 -15.509603 3.390659 -1.1 1.2 -0.1
H 7.811817 -20.610949 1.521414 1.0 -0.3 0.3
H 10.987242 -15.583238 3.066530 -0.6 0.4 -0.5
H 11.087902 -21.362592 -1.642882 0.2 0.4 -0.2
H 13.979871 -18.534448 -0.408014 0.1 0.0 -1.1
H 8.954189 -21.767967 0.885520 -0.3 0.0 0.8
H 16.806208 -23.461998 3.414919 -1.2 -0.3 0.4
H 8.383692 -20.817968 -1.395554 -0.2 -0.9 0.4
H 15.051860 -18.131967 3.958353 -0.1 0.0 -0.6
H 15.677418 -17.250234 -2.912081 0.0 0.2 -0.2
H 18.082979 -22.549753 4.118764 1.0 -0.1 1.3
H 8.116233 -19.204239 -1.742363 -0.5 0.9 -0.2
H 15.552387 -22.221573 1.433252 -0.3 -0.3 0.2
H 13.705541 -17.041876 3.923857 -0.3 0.6 0.0
H 15.237729 -18.949756 -1.395816 0.3 0.3 -0.7
H 18.159372 -23.212822 2.485816 0.2 0.7 0.2
H 10.268610 -18.241414 -2.380427 1.1 1.8 1.3
H 11.960065 -20.213963 -2.732234 0.3 0.1 0.1
H 9.346622 -19.624388 -0.581725 0.5 0.3 0.5
H 9.349783 -16.085290 4.803786 0.4 0.2 0.2
H 9.056742 -16.061899 1.268834 0.8 -0.2 -0.6
H 17.092176 -21.789492 0.705858 0.2 -0.4 -0.3
H 10.963441 -21.567744 -3.388436 0.6 0.5 0.6
H 12.927695 -24.197798 -0.132111 -0.4 -0.3 -0.3
H 14.193116 -23.050493 -0.307846 -0.4 0.4 0.5
H 10.431501 -18.193708 3.366048 -1.0 -1.9 0.2
H 12.777221 -22.772181 -1.301388 0.0 -0.7 0.4
H 11.213563 -21.240799 3.544205 -0.8 -0.2 -1.3
H 15.992582 -20.574151 1.077044 -0.5 0.9 0.1
H 13.618663 -15.392126 1.915137 -0.3 -0.5 -0.8
H 10.794983 -22.195911 2.078313 0.4 0.0 0.5
H 16.290017 -20.829134 4.341679 0.0 0.4 1.9
H 11.757799 -19.122412 1.717321 -0.1 0.1 0.2
H 15.638849 -16.435737 2.296007 -0.4 0.8 0.2
H 10.488712 -22.459863 -0.171506 1.8 0.6 0.0
H 12.782076 -21.544882 0.732709 0.4 0.4 0.3
H 8.812534 -24.696861 0.051991 0.1 0.1 0.1
H 8.473221 -17.147820 3.806241 -0.6 -1.6 -0.3
H 14.455201 -16.464987 -3.776339 -0.8 0.6 -0.7
H 14.009831 -19.375021 1.251212 0.1 0.2 0.5
H 10.823993 -16.278246 0.816770 0.7 1.1 -0.8
H 13.612359 -18.457250 3.011473 -1.1 -1.4 -0.2
H 10.358015 -24.617563 -0.830029 0.1 -0.4 0.1
H 13.713363 -16.216662 0.303783 0.3 0.2 -0.5
H 12.730736 -16.826659 1.584653 -1.4 -1.0 0.3
H 11.262173 -20.075544 0.338973 0.7 -0.8 0.0
H 17.848782 -20.681408 2.778675 -0.1 -0.3 -0.4
H 9.256485 -20.318854 -3.510960 -0.9 -1.6 -0.7
H 15.910492 -17.543778 0.746477 -0.3 -1.3 -0.3
```
Forces are in eV/Å.

Values from the calculation:
**Energy**: -42854.4930 eV
**HOMO-LUMO gap**: 8.561 eV
**Relative energy (zero: lowest compared OMol25 entry of this formula, charge and spin)**: 144.8 kcal/mol
**SMILES**: NC(N)=O.NC(N)=O.CC(C)O.CC(C)O.CC(C)O.CC(C)O.CO.CO.CO

***

3.
Formula: C3H2N2O
Source: OMol25
Level of theory: ωB97M-V/def2-TZVPD

```
8
Properties=species:S:1:pos:R:3:forces:R:3
O -0.619689 0.671075 -2.196961 -0.5 -0.1 -0.6
N 0.507874 1.323512 2.332979 0.0 -0.5 -1.3
N -0.710600 -0.942021 -0.401084 -1.1 -0.9 1.7
C 0.244148 0.046607 0.114801 1.2 -0.5 -0.8
C 0.412915 0.795543 1.297545 -0.7 -0.2 0.9
C -0.424201 0.077445 -1.200118 2.1 2.2 -0.2
H 2.257309 -0.977264 0.106645 -1.0 0.5 0.0
H -1.667754 -0.994896 -0.053806 0.0 -0.5 0.2
```
Forces are in eV/Å.

Values from the calculation:
**Energy**: -8164.5218 eV
**HOMO-LUMO gap (spin up / spin down)**: 8.750 / 8.717 eV
**Relative energy (zero: lowest compared OMol25 entry of this formula, charge and spin)**: 119.7 kcal/mol

***

4.
Formula: C4H11NO3
Source: OMol25
Level of theory: ωB97M-V/def2-TZVPD

```
19
Properties=species:S:1:pos:R:3:forces:R:3
O 0.440089 1.986358 -2.082283 5.7 -1.6 -1.8
O 2.684735 0.258020 2.213623 1.8 0.1 -0.5
O 0.360366 -3.045396 0.855746 2.0 -1.9 1.3
N -1.129119 -1.568295 0.267851 0.6 -0.1 -0.6
C -0.306089 0.833187 -0.209717 1.8 -3.1 0.5
C -1.387948 -0.133196 0.261506 -2.1 -0.2 -5.3
C -0.180366 -2.050410 1.207802 -2.9 0.1 -4.4
C 0.082802 0.705726 -1.777216 -0.9 -2.0 2.6
H -0.697739 1.799275 0.016998 0.0 0.9 -0.3
H 1.948695 0.703601 1.841839 -1.5 0.6 -0.3
H -0.177569 -1.473382 2.093166 0.6 0.5 1.5
H -0.727940 0.382332 -2.372026 -2.3 0.3 -0.3
H 0.588844 0.658875 0.493556 -0.9 0.5 -1.4
H 0.635939 -0.243506 -2.145610 1.1 2.2 1.3
H -1.157840 -2.157007 -0.665410 0.3 1.9 2.7
H -1.905333 0.189694 1.115785 -0.5 0.3 1.4
H -2.172025 0.039770 -0.671784 1.2 -0.6 2.5
H -0.286668 2.497380 -2.068716 -3.9 2.7 0.0
H 3.387170 0.616978 1.624898 -0.3 -0.6 0.8
```
Forces are in eV/Å.

Values from the calculation:
**Energy**: -11956.4219 eV
**HOMO-LUMO gap**: 10.072 eV
**Relative energy (zero: lowest compared OMol25 entry of this formula, charge and spin)**: 85.0 kcal/mol
**SMILES**: O=CNCCCO.O

***

5.
Formula: C5H5Cl
Source: OMol25
Level of theory: ωB97M-V/def2-TZVPD

```
11
Properties=species:S:1:pos:R:3:forces:R:3
Cl -0.971689 -0.508540 -2.303492 0.5 -0.6 0.6
C -0.761294 -1.561597 0.154856 -1.4 -1.7 0.8
C 1.205049 2.404998 -0.615832 1.6 0.7 1.7
C 2.025169 2.716934 0.197165 -1.9 -0.8 -2.3
C -1.552002 -1.938254 1.145127 0.5 -0.3 -0.7
C -0.095290 -1.210953 -0.898234 -1.1 1.3 -0.3
H -1.809750 -1.128260 1.779300 -0.4 0.6 0.8
H -1.988366 -2.925235 1.454570 0.9 0.9 -0.9
H 0.923720 -0.929901 -0.869048 1.0 -0.2 -0.3
H 0.253381 2.208630 -0.876326 -2.5 -0.7 -1.6
H 2.771072 2.872179 0.831913 2.7 0.7 2.2
```
Forces are in eV/Å.

Values from the calculation:
**Energy**: -17783.5656 eV
**HOMO-LUMO gap**: 10.442 eV
**Relative energy (zero: lowest compared OMol25 entry of this formula, charge and spin)**: 92.1 kcal/mol
**SMILES**: C=C=CCl.C#C

***

6.
Formula: C61H54N5O4SnTe
Source: OMol25
Level of theory: ωB97M-V/def2-TZVPD

```
126
Properties=species:S:1:pos:R:3:forces:R:3
Te 3.873000 1.901300 -2.987500 0.0 0.2 0.3
Sn -0.119600 0.299700 0.017800 -0.4 -0.1 -0.3
O -0.762100 2.565500 -0.252100 0.1 -0.7 0.5
O -0.747100 -0.926900 2.405700 0.1 -0.1 -0.6
O -2.255000 -0.872800 -0.115300 0.0 0.8 0.6
O -0.941700 4.973800 1.346100 0.1 0.1 -0.2
N -1.178400 -3.197100 -0.487200 1.9 -1.8 3.1
N 2.525200 -0.962800 0.229800 -0.3 0.7 0.5
N -0.256600 0.876700 -3.126000 -0.7 -0.2 0.0
N 1.374800 1.338200 1.619600 -0.5 -0.5 -0.2
N -0.523000 -2.420900 0.250000 -0.6 1.1 -1.9
C 1.796400 2.127400 -2.455400 0.3 0.0 0.3
C -3.304500 -4.640800 -4.525000 0.0 -0.8 -0.4
C -0.957500 -0.080900 3.504700 0.0 0.3 0.4
C -0.870200 5.689800 -2.091600 -0.1 -0.1 -0.1
C 1.033800 6.923200 1.540200 -0.1 0.0 -0.1
C 2.995800 7.913300 0.585900 0.1 0.0 -0.1
C 5.832400 -1.702000 2.256700 -0.2 0.0 0.1
C -1.295600 1.524900 -2.728200 0.7 0.1 -0.3
C 2.820000 -2.805700 -1.317400 -0.1 0.1 0.0
C -0.749800 4.807000 -1.018200 -0.3 -0.5 -0.1
C 0.027100 -2.892500 1.418500 0.6 -1.0 0.7
C -2.216100 -3.732300 -2.512400 0.4 1.0 1.2
C 0.746700 -4.081200 1.459500 -0.2 0.3 0.0
C -1.422500 -4.909400 -2.532000 0.5 -1.3 -0.3
C -4.921700 -0.425800 -0.839500 0.1 0.4 0.0
C 2.106700 7.786900 1.641900 0.0 0.1 0.1
C 2.713800 1.112000 1.422300 0.0 0.6 0.4
C 0.638100 -2.448900 3.707800 0.0 0.2 0.2
C -1.344700 6.181000 -4.534100 -0.1 0.0 0.0
C -1.180800 5.252100 -3.365000 -0.1 0.1 -0.1
C -3.162400 -3.552400 -3.593500 -0.6 1.1 -0.3
C 2.816100 7.157900 -0.561100 0.1 0.1 -0.1
C -0.013100 -2.056800 2.553300 0.0 -0.4 -0.4
C 6.224200 3.908200 0.820700 0.1 0.0 0.1
C 5.006200 4.435400 0.424200 0.1 0.1 0.0
C 1.282800 2.438800 2.363100 -0.2 0.3 0.1
C -3.879600 -1.205600 -2.980500 -0.2 0.2 -0.4
C 0.818300 6.197200 0.371100 0.2 0.2 0.3
C -1.368800 3.882100 -3.559400 -0.1 0.1 0.2
C 3.408900 -4.021200 -1.630000 0.1 0.0 0.0
C 4.355800 -4.594800 -0.801700 0.0 -0.1 0.0
C -1.978800 -2.839500 -1.452400 -1.5 0.6 -2.3
C -1.249400 2.987300 -2.526500 0.1 0.2 0.2
C 6.006200 2.184200 -0.831200 0.0 -0.2 -0.2
C 4.803900 2.732800 -1.255600 -0.3 -0.2 -0.4
C 1.820400 -2.227500 -2.281200 0.0 0.2 0.0
C 3.460800 2.101200 2.086700 0.1 -0.5 -0.3
C 4.406800 -2.245200 2.133700 0.1 0.1 0.0
C -3.893600 -2.422300 -3.815000 0.4 -0.5 0.1
C -2.491900 -0.675800 -2.584700 0.1 0.0 -0.2
C -2.570700 -5.773800 -4.449000 -0.8 0.5 -0.7
C -4.611700 0.873000 -0.979800 -0.7 -0.4 0.3
C 2.424700 -1.974100 -3.660800 -0.1 0.1 0.1
C 2.542200 2.944700 2.683600 -0.1 0.3 0.3
C 4.297700 3.848300 -0.608800 -0.1 0.0 -0.1
C 1.343000 -3.646400 3.735400 0.0 -0.1 0.0
C -3.481200 1.433600 -1.668600 0.9 0.1 -0.5
C -1.594400 -5.911400 -3.435700 0.6 0.4 0.9
C -2.638300 -1.455700 -1.228300 -0.1 0.0 0.1
C 3.226600 -0.002300 0.743400 0.2 -0.7 -0.6
C -0.370400 5.288500 0.319900 -0.1 -0.1 0.2
C 1.410300 -4.451300 2.614400 0.0 -0.2 0.2
C 3.162400 -2.143400 -0.122600 0.5 -0.6 -0.2
C 1.730000 6.307900 -0.675300 -0.1 0.0 0.1
C 6.713200 2.767600 0.204000 0.1 0.1 0.1
C 4.082900 -2.762800 0.752900 -0.1 0.0 0.1
C 4.669600 -3.966600 0.386300 0.1 0.0 -0.1
C -4.190500 -1.529700 -1.493400 0.0 -0.3 0.0
C 0.918700 1.584900 -3.578200 0.3 0.1 -0.5
C -0.935000 3.408300 -1.199000 0.1 0.4 -0.3
C -2.484500 0.786900 -2.326500 -0.9 0.0 0.2
H -0.741300 6.750100 -1.905600 0.1 0.1 -0.1
H 0.338300 6.790600 2.357500 0.0 0.0 0.0
H 3.831100 8.597600 0.655400 0.1 0.0 0.0
H -4.033600 -4.516300 -5.316400 0.0 0.0 0.0
H 1.590400 5.731200 -1.579700 0.0 0.0 0.0
H 4.602800 5.310100 0.914900 -0.1 0.0 0.0
H 2.745700 3.818300 3.278800 0.0 0.1 0.1
H -2.367700 6.133700 -4.910100 0.0 0.1 -0.1
H -0.681400 5.893900 -5.351700 0.0 0.1 -0.1
H -1.658600 -0.959500 -3.225700 -0.1 0.0 0.1
H 0.624400 -1.820800 4.586300 -0.1 0.1 0.0
H 4.828100 -5.530900 -1.066800 0.0 -0.1 0.0
H 3.119500 -4.530200 -2.539900 0.0 0.0 -0.1
H 1.567800 3.165400 -2.237700 0.0 0.1 0.0
H -4.569800 -2.420900 -4.658200 -0.1 -0.1 -0.1
H 3.229000 -1.240800 -3.593900 0.0 0.0 0.0
H 0.816900 -4.674900 0.561200 0.0 0.0 -0.1
H -5.233400 1.598200 -0.465200 0.0 0.0 0.0
H 5.381700 -4.425600 1.060900 0.0 0.0 0.1
H -0.992500 -6.808300 -3.395000 0.1 0.0 0.1
H -0.680100 -5.009000 -1.754800 0.1 -0.1 0.0
H -3.393800 2.509600 -1.579100 0.1 0.0 0.1
H -4.658100 -2.499500 -1.319600 0.0 0.0 0.0
H 0.645000 2.414300 -4.245900 0.1 -0.1 0.1
H 6.388400 1.296300 -1.318200 0.1 -0.1 0.0
H 1.975100 -5.371200 2.632800 0.1 -0.1 0.0
H -0.023100 0.372400 3.841400 0.0 0.0 0.0
H 4.296600 -3.080800 2.832600 -0.1 0.1 0.0
H 7.647900 2.329700 0.530000 0.0 0.0 0.0
H 3.692000 -1.474300 2.427500 0.0 -0.2 0.1
H -2.722500 -6.573000 -5.163100 0.0 0.0 -0.1
H 6.038600 -1.419600 3.287500 0.1 0.1 0.1
H -1.621200 0.695200 3.129700 0.0 0.1 0.1
H 1.427400 -1.286500 -1.881000 -0.1 -0.2 -0.1
H 6.557300 -2.456200 1.956300 0.1 0.0 0.0
H 4.318100 -0.016000 0.664200 0.0 -0.1 0.0
H -1.626000 3.516800 -4.547600 0.0 0.0 -0.1
H 3.345400 4.263900 -0.901800 0.0 0.0 0.0
H 1.654700 1.552300 -1.544700 0.1 -0.1 0.1
H 0.989300 -2.930200 -2.388900 -0.1 0.1 0.0
H 1.849800 -3.940600 4.643300 0.1 0.0 0.1
H 3.531200 7.228400 -1.368800 0.0 0.0 -0.1
H 0.323200 2.845500 2.627300 -0.2 0.1 0.0
H 5.971400 -0.825700 1.627200 0.1 0.1 -0.1
H 2.829800 -2.891800 -4.083100 0.0 0.0 -0.1
H 6.786200 4.371400 1.620200 0.0 0.0 0.1
H 4.533300 2.167000 2.118500 0.2 0.0 0.0
H -4.526200 -0.436900 -3.410100 0.0 -0.1 0.1
H -1.444400 -0.617900 4.325000 0.0 0.0 0.0
H -5.755000 -0.696200 -0.203700 -0.1 0.1 0.0
H 1.658000 -1.596300 -4.332900 -0.1 0.1 -0.1
H 1.486600 0.855400 -4.168800 -0.1 0.1 0.0
H 2.254800 8.361900 2.544800 0.0 0.0 0.1
H -1.128000 7.210900 -4.261600 0.0 0.1 0.0
```
Forces are in eV/Å.

Values from the calculation:
**Energy**: -92896.0314 eV
**HOMO-LUMO gap (spin up / spin down)**: 5.330 / 5.328 eV
**Net charge**: -1
**Relative energy (zero: lowest compared OMol25 entry of this formula, charge and spin)**: 99.0 kcal/mol